Record 1
DFT (ωB97M-V with the def2-TZVPD basis set) results for C2H4S3 in the gas phase at a distorted geometry.

Summary:
SMILES string: CC1(S)SS1

ORCA input file:
```
! RIJCOSX wB97M-V def2-TZVPD def2/J DEFGRID3
* xyz 0 1
C -1.42529 0.03697 0.58647
C 0.07705 -0.10446 0.49122
S -2.06197 1.10917 1.92137
S -2.12566 -0.90862 2.12469
S -2.18848 -0.18416 -1.01598
H 0.39862 0.56104 -0.17403
H 0.43937 -1.16093 0.22978
H 0.73822 0.02343 1.39544
H -1.70808 1.00286 -1.42179
*
```

---

Record 2
DFT (ωB97M-V with the def2-TZVPD basis set) results for a gas-phase ion, C2H7N4S (charge +1) at a distorted geometry.

Summary:
SMILES string: [NH2+]=N/C=N\CNS

ORCA input file:
```
! RIJCOSX wB97M-V def2-TZVPD def2/J DEFGRID3
* xyz 1 1
C -0.89217 -0.43130 -0.95930
C 0.52498 1.31712 0.07148
N -0.29895 0.69911 -0.69123
N -0.84430 -1.68795 -0.55578
N -1.58228 -2.50444 -1.20249
N 1.41994 0.91726 1.11248
S 1.31997 1.69458 2.61932
H -1.58917 -0.42066 -1.88908
H 1.21358 1.99477 -0.50387
H 0.08512 2.22719 0.62586
H -1.59556 -3.39878 -0.80296
H -2.12492 -2.03860 -1.95275
H 1.79633 0.04302 1.16304
H 2.56743 1.58869 2.96529
*
```

---

Record 3
DFT (ωB97M-V with the def2-TZVPD basis set) results for a molecular structure, C26H37CaF6N7O5S4 at a distorted geometry.

ORCA input file:
```
! RIJCOSX wB97M-V def2-TZVPD def2/J DEFGRID3
* xyz 0 1
Ca -0.75880 -0.06706 -1.27375
F -6.07747 -1.32823 -2.42040
C -5.12977 -1.38675 -1.49095
F -4.69695 -2.63281 -1.36768
F -5.62891 -0.98660 -0.32246
S -3.77394 -0.22480 -1.94021
O -2.94591 -0.22679 -0.69550
O -4.40183 1.01185 -2.28417
N -3.02162 -1.02055 -3.11424
S -1.75443 -0.39469 -3.89268
O -0.48314 -0.91575 -3.36943
O -1.81313 1.04203 -4.01411
C -1.91405 -1.14396 -5.56548
F -2.99601 -0.66845 -6.16917
F -1.99439 -2.46157 -5.49581
F -0.82759 -0.79516 -6.24806
C 3.44074 -3.19439 1.68145
C 4.23260 -1.99568 1.19042
N 3.70668 -1.37668 -0.03245
C 4.39717 -1.74086 -1.26906
C 4.14424 -3.18332 -1.66866
C 2.64386 -0.57500 0.00524
S 2.12592 0.24618 -1.43365
N 2.14813 -0.43333 1.26726
C 0.89546 -0.17365 1.54387
O -0.09062 -0.12272 0.76549
C 0.55185 -0.02035 3.00478
C 1.40996 -0.47663 3.99748
C 1.04135 -0.39054 5.33249
C -0.18124 0.16787 5.68371
C -1.03263 0.64132 4.69394
C -0.66877 0.53939 3.35900
H 3.77197 -3.45544 2.68879
H 3.57769 -4.06879 1.04751
H 2.37356 -2.98150 1.71155
H 5.25887 -2.28243 0.95400
H 4.26612 -1.22639 1.96102
H 5.46397 -1.55721 -1.11603
H 4.05105 -1.07257 -2.05059
H 4.55903 -3.89227 -0.95258
H 4.60752 -3.37950 -2.63566
H 3.07429 -3.37604 -1.75109
H 2.35706 -0.90923 3.70649
H 1.71251 -0.75516 6.09904
H -0.46450 0.24202 6.72535
H -1.98114 1.09102 4.95944
H -1.32177 0.89935 2.57447
C -3.42310 -1.29488 2.78158
C -2.20094 -2.13109 2.60479
C -1.48192 -2.72962 3.59551
C -0.34681 -3.47099 3.21106
N 0.04635 -3.62230 1.96161
C -0.66372 -3.02680 0.97562
S -0.21885 -3.04517 -0.65374
N -1.78007 -2.32290 1.33716
C 0.51334 -4.13557 4.24156
H -3.56886 -1.06192 3.83418
H -4.29892 -1.82937 2.41004
H -3.33540 -0.36490 2.21918
H -1.75759 -2.60139 4.63052
H -2.23203 -1.80462 0.59077
H 0.12710 -3.99901 5.24912
H 1.51717 -3.71562 4.18142
H 0.59220 -5.19913 4.01940
C 2.34491 3.96595 -2.40585
C 1.42464 4.47025 -1.30483
N 0.02086 4.55750 -1.69749
C -0.39784 5.75606 -2.41770
C -0.42242 5.59823 -3.93322
C -0.81087 3.49498 -1.53172
C -2.26844 3.68663 -1.84872
N -0.45805 2.33603 -1.09231
H 3.37451 3.92498 -2.05159
H 2.31205 4.62623 -3.27217
H 2.07240 2.96096 -2.72467
H 1.72876 5.47097 -0.98812
H 1.49714 3.83621 -0.41991
H 0.30045 6.54430 -2.13074
H -1.37907 6.07225 -2.06253
H 0.58277 5.56529 -4.35038
H -0.95077 6.43314 -4.39388
H -0.93100 4.68027 -4.22515
H -2.64301 4.65050 -1.50945
H -2.83484 2.89754 -1.36054
H -2.44658 3.60180 -2.92086
H 0.54344 2.23701 -0.92688
*
```

---

Summary of energy relative to the best compared isomer or geometry (same formula, charge and spin) in kJ/mol
96.9, 472.7, 59.4
(order as listed above)
Summary of total energy in eV
-34643.222, -18970.853, -126320.546
(order as listed above)